No. 1
This record from the Open Molecules 2025 dataset describes an isolated ion of composition C6H10N3O2 and charge +1 at a distorted geometry. The level of theory is ωB97M-V/def2-TZVPD.

## Properties
Multiplicity: 1
Charge: +1
Energy above the lowest of the compared OMol25 structures with the same formula, charge and spin, kJ/mol: 385.14
DFT total energy, hartree: -549.01980
Structure (SMILES): C[C@H]1[C@H](C)N1NC(=O)[NH+]=C=O
Highest occupied orbital energy, eV: -14.36
HOMO-LUMO gap, eV: 10.2

```
21
Properties=species:S:1:pos:R:3:forces:R:3:nbo_charge:R:1
O 2.082 2.459 -0.782 0.049 0.760 -0.217 -0.34
O 3.843 -1.629 0.593 -0.058 0.294 -0.197 -0.49
N 0.852 0.071 -0.035 1.148 -0.612 0.584 -0.24
N 3.289 0.471 -0.185 2.975 1.583 0.891 -0.69
N 1.585 -1.106 0.284 1.543 0.373 0.123 -0.49
C -0.779 -1.388 -1.238 -0.055 -4.293 -0.192 -0.65
C 2.456 1.442 -0.451 -0.673 -2.493 0.542 1.00
C 2.977 -0.886 0.273 -2.355 -0.802 0.468 0.80
C -0.690 1.804 1.122 -0.119 -1.576 -0.093 -0.62
C -0.407 -0.064 -0.765 0.525 1.222 -3.307 -0.09
C -0.489 0.311 0.583 0.987 4.256 2.314 -0.03
H -1.039 -2.096 -0.301 0.664 1.449 -2.137 0.22
H 0.085 -1.902 -1.843 -1.479 0.993 1.227 0.25
H 1.192 -1.983 0.712 0.571 1.447 -0.602 0.45
H -0.653 -0.437 1.254 -0.971 -1.981 1.819 0.21
H -1.520 2.281 0.574 0.588 -0.057 0.125 0.24
H -0.958 1.842 2.221 0.578 -0.223 -1.299 0.25
H -0.357 0.782 -1.466 -0.799 -0.466 -0.109 0.23
H -1.660 -1.485 -1.915 0.578 0.621 0.661 0.28
H 0.294 2.261 0.916 -0.905 0.385 0.361 0.21
H 4.335 0.772 0.071 -2.792 -0.879 -0.964 0.51
```
Positions in Å, forces in eV/Å.

=====

No. 2
This record from the Open Molecules 2025 dataset describes a 2-piece molecular cluster, C6H10N4O2 overall at a distorted geometry. The level of theory is ωB97M-V/def2-TZVPD.

## Properties
Multiplicity: 1
Charge: 0
Energy above the lowest of the compared OMol25 structures with the same formula, charge and spin, kJ/mol: 306.27
DFT total energy, hartree: -604.02098
Highest occupied orbital energy, eV: -7.87
HOMO-LUMO gap, eV: 8.7

```
22
Properties=species:S:1:pos:R:3:forces:R:3:nbo_charge:R:1
O -0.318 1.043 3.253 -0.202 0.396 1.576 -0.58
O -0.390 2.537 1.473 0.022 -1.205 1.058 -0.72
N -0.999 -1.746 0.186 1.511 1.746 -0.701 -0.20
N 1.648 -0.735 -3.108 1.095 -0.595 -0.391 -0.77
N -0.215 1.538 -1.149 -1.454 -0.552 -1.554 -0.78
N -0.508 -1.091 1.224 -1.497 0.002 2.788 -0.13
C -0.830 -1.708 2.517 -1.596 -1.452 -1.978 -0.40
C -0.502 0.476 -0.337 1.049 -1.059 -0.433 0.16
C 2.065 0.255 -2.362 -0.019 1.080 -0.479 -0.09
C -0.345 1.264 2.093 0.820 0.753 -2.839 0.78
C -0.863 -0.846 -0.771 -1.135 0.428 -2.531 -0.13
C -0.296 0.285 1.015 -0.772 -0.984 0.016 -0.12
H -0.426 3.209 2.161 0.004 0.032 0.271 0.49
H -1.146 -1.105 -1.806 0.216 0.133 0.633 0.19
H -0.024 -1.615 3.113 2.785 0.303 2.181 0.20
H 1.378 -1.566 -2.588 0.022 -0.173 -0.664 0.39
H -0.972 -2.806 2.301 -0.107 1.300 0.256 0.22
H 2.010 -0.810 -4.084 -1.152 -0.348 0.876 0.38
H -1.667 -1.275 3.063 -0.284 0.050 -0.447 0.21
H -0.304 1.367 -2.163 0.187 0.235 1.284 0.39
H 2.349 1.021 -3.140 0.352 -0.101 0.605 0.08
H 0.359 2.310 -0.890 0.156 0.009 0.471 0.41
```
Positions in Å, forces in eV/Å.

=====

No. 3
This record from the Open Molecules 2025 dataset describes one molecule with the formula C6H10N4O2S at a distorted geometry. The level of theory is ωB97M-V/def2-TZVPD.

## Properties
Multiplicity: 1
Charge: 0
Energy above the lowest of the compared OMol25 structures with the same formula, charge and spin, kJ/mol: 118.20
DFT total energy, hartree: -1002.18115
Structure (SMILES): [H]/N=N/N[C@]1(S(N)(=O)=O)C=CC=CC1
Highest occupied orbital energy, eV: -9.10
HOMO-LUMO gap, eV: 9.4

```
23
Properties=species:S:1:pos:R:3:forces:R:3:nbo_charge:R:1
S 0.274 1.784 -0.004 -1.101 2.213 -0.634 2.17
O 0.961 2.432 1.096 0.372 -0.860 -0.032 -0.97
O -0.959 2.467 -0.378 0.991 -1.334 -0.444 -0.93
N 2.256 -0.955 0.232 2.023 -1.629 -1.539 0.01
N 1.431 -0.237 0.960 1.462 -0.229 0.681 -0.44
N 1.387 1.806 -1.345 -2.728 -2.315 2.175 -1.03
N 3.506 -0.906 0.461 -1.891 1.225 1.235 -0.48
C -1.830 -0.753 -0.848 -1.660 -0.252 0.762 -0.16
C 0.068 -0.046 0.513 1.403 1.369 1.331 -0.05
C -0.834 -0.006 1.726 1.352 0.205 1.264 -0.21
C -2.125 -0.021 1.534 0.024 -0.575 -0.989 -0.19
C -0.417 -0.974 -0.563 0.604 0.780 1.701 -0.49
C -2.606 -0.290 0.164 -1.933 -0.331 0.181 -0.22
H 2.216 2.093 -0.908 1.546 0.947 -0.017 0.40
H -3.713 -0.240 0.230 0.703 -0.116 -1.314 0.22
H -0.262 -1.951 -0.150 -0.048 -1.006 0.283 0.25
H 0.232 -0.934 -1.372 1.051 0.287 -1.724 0.25
H 4.063 -1.543 -0.119 -1.097 -0.007 -0.288 0.34
H 0.918 2.369 -2.003 0.046 1.071 -1.040 0.40
H -2.716 0.020 2.442 -0.686 0.002 -0.585 0.23
H -2.135 -1.226 -1.799 -0.545 0.783 0.708 0.23
H 1.850 0.461 1.602 -0.449 -0.444 -0.324 0.41
H -0.511 0.023 2.797 0.561 0.215 -1.391 0.24
```
Positions in Å, forces in eV/Å.

=====

No. 4
This record from the Open Molecules 2025 dataset describes a 2-piece molecular cluster, C6H10NO overall at a distorted geometry. The level of theory is ωB97M-V/def2-TZVPD.

## Properties
Multiplicity: 1
Charge: +1
Energy above the lowest of the compared OMol25 structures with the same formula, charge and spin, kJ/mol: 335.10
DFT total energy, hartree: -364.21961
Highest occupied orbital energy, eV: -12.87
HOMO-LUMO gap, eV: 7.8

```
18
Properties=species:S:1:pos:R:3:forces:R:3:nbo_charge:R:1
O -0.313 -3.308 -0.608 -0.049 1.810 1.557 -0.26
N 0.379 0.998 -1.226 0.300 -1.158 0.785 -0.46
C -0.332 -1.868 1.443 -0.222 0.652 0.107 -0.49
C -0.332 -2.599 0.286 0.070 -2.483 -1.363 0.94
C -0.116 -0.319 1.138 -0.483 -1.595 1.011 -0.30
C -1.376 -0.800 1.706 -1.844 2.784 0.938 -0.37
C 1.247 2.048 -0.787 1.605 -0.328 -2.970 -0.45
C -0.098 0.874 -2.363 -1.088 0.979 -1.568 -0.02
H -1.376 -0.600 2.828 -0.601 -0.556 -1.615 0.27
H -0.006 -0.134 0.109 -0.134 0.631 -1.235 0.29
H -2.387 -0.514 1.148 2.343 -1.493 1.122 0.29
H 0.893 2.479 0.104 -0.768 1.352 0.680 0.22
H -0.069 1.757 -3.057 0.146 -1.016 -0.045 0.16
H 2.141 1.533 -0.451 0.420 -0.139 0.019 0.21
H 0.656 0.074 1.743 0.575 0.404 0.705 0.24
H 0.147 -2.246 2.333 0.162 -0.654 -0.257 0.33
H 1.622 2.674 -1.696 -0.998 -0.247 1.891 0.21
H -0.680 -0.048 -2.649 0.567 1.056 0.238 0.18
```
Positions in Å, forces in eV/Å.

=====

No. 5
This record from the Open Molecules 2025 dataset describes a 2-piece molecular cluster, C6H10NO2Si overall at a distorted geometry. The level of theory is ωB97M-V/def2-TZVPD.

## Properties
Multiplicity: 1
Charge: -1
Energy above the lowest of the compared OMol25 structures with the same formula, charge and spin, kJ/mol: 75.16
DFT total energy, hartree: -729.40371
Highest occupied orbital energy, eV: -2.85
HOMO-LUMO gap, eV: 6.4

```
20
Properties=species:S:1:pos:R:3:forces:R:3:nbo_charge:R:1
Si 0.570 -0.074 0.129 -0.520 0.215 0.150 1.61
O -4.001 -0.379 -0.179 -1.133 -0.334 0.418 -0.54
O -2.674 -0.081 -2.039 0.040 0.090 -1.113 -0.55
N -2.259 2.095 0.972 -0.678 1.116 0.643 -0.56
C 1.873 0.285 1.488 -0.533 -0.399 -1.215 -1.14
C -1.860 1.007 0.929 0.254 0.426 -0.569 0.26
C 1.102 -1.908 -0.247 -1.441 0.422 1.277 -1.09
C -1.253 -0.157 0.553 1.895 -2.617 0.561 -1.20
C 0.928 1.405 -1.143 1.041 -0.950 0.775 -1.08
C -3.311 -0.228 -1.087 0.625 0.113 0.214 1.06
H -1.617 -1.152 0.980 0.444 1.467 -0.466 0.23
H 2.227 1.303 1.305 0.020 -0.175 0.733 0.22
H 1.575 1.097 -1.955 0.494 -0.302 -0.190 0.21
H 0.396 -2.306 -0.931 -0.799 -0.511 -0.915 0.22
H 2.050 -1.960 -0.724 1.108 -0.301 0.036 0.21
H 1.224 0.104 2.346 0.800 0.247 0.559 0.24
H 0.037 1.643 -1.637 -1.650 0.540 -0.574 0.23
H 0.958 -2.564 0.687 0.718 1.146 -1.165 0.23
H 2.660 -0.474 1.299 -0.309 0.550 0.643 0.21
H 1.376 2.343 -0.748 -0.377 -0.744 0.198 0.22
```
Positions in Å, forces in eV/Å.

=====

No. 6
This record from the Open Molecules 2025 dataset describes C6H10O as an isolated structure. The level of theory is ωB97M-V/def2-TZVPD.

## Properties
Multiplicity: 1
Charge: 0
Energy above the lowest of the compared OMol25 structures with the same formula, charge and spin, kJ/mol: 655.37
DFT total energy, hartree: -309.59275
Highest occupied orbital energy (alpha / beta), eV: -8.12 / -8.08
HOMO-LUMO gap (alpha / beta), eV: 8.0 / 8.0

```
17
Properties=species:S:1:pos:R:3:forces:R:3:nbo_charge:R:1
O 0.217 2.109 0.411 0.131 0.144 -0.017 -0.53
C -0.319 0.176 1.144 -0.440 -0.254 0.355 -0.21
C -0.033 -0.948 0.056 0.646 0.308 0.419 -0.37
C -1.023 1.460 0.735 -0.372 -0.063 0.033 -0.07
C 1.173 -0.033 -0.268 -0.089 0.514 0.039 -0.16
C 0.964 0.952 0.865 0.289 -0.209 0.119 0.03
C -0.747 -1.184 -1.147 -0.817 -0.094 -0.366 -0.33
H 0.979 -1.612 -1.830 0.742 0.033 0.044 -0.01
H -1.022 -0.346 -1.783 0.024 -0.143 0.102 0.19
H 1.100 0.475 -1.235 0.093 -0.144 0.071 0.19
H 1.749 1.203 1.580 -0.108 -0.080 -0.088 0.20
H -1.129 -2.159 -1.427 0.082 0.117 0.079 0.20
H -0.552 -0.276 2.109 -0.008 0.150 -0.118 0.23
H 1.658 -1.342 -1.455 -0.378 -0.422 -0.547 0.03
H -1.507 1.958 1.585 0.035 -0.050 -0.147 0.18
H -1.726 1.398 -0.105 0.158 0.063 0.067 0.18
H 0.228 -1.871 0.580 0.011 0.129 -0.045 0.23
```
Positions in Å, forces in eV/Å.